The following is a quantum chemistry calculation of a structure of composition C10H23GeN3O6P2PdS, from OMol25.

Each line ends with the Mulliken charge.
Element x y z (Å)
1 Pd -0.151 0.033 -0.709  0.9809
2 N -0.304 -2.155 3.505  -0.1832
3 C -1.117 -1.398 2.469  1.0126
4 C -2.581 -1.441 2.908  -1.7957
5 P -0.911 -2.125 0.809  0.5848
6 O -1.182 -3.647 1.131  -0.5462
7 O -1.879 -1.440 -0.107  -0.6936
8 O 0.537 -1.913 0.333  -0.9600
9 P -0.409 0.359 2.543  0.6756
10 O -1.676 1.308 2.504  -0.5152
11 O 0.338 0.340 3.824  -0.8992
12 O 0.368 0.638 1.266  -0.6717
13 H -0.873 -2.855 3.983  0.3849
14 H 0.049 -1.415 4.157  0.4261
15 H 0.504 -2.631 3.103  0.2835
16 H -2.947 -2.470 2.937  0.5377
17 H -3.193 -0.882 2.206  0.3864
18 H -2.700 -0.996 3.898  0.4741
19 H -1.335 -4.248 0.387  0.4093
20 H -1.945 1.670 3.359  0.3854
21 S 1.997 0.503 -1.612  -0.1926
22 C 3.133 0.334 -0.289  0.7911
23 N 2.885 -0.513 0.728  0.3287
24 C 3.757 -0.620 1.737  0.2188
25 C 4.895 0.155 1.733  -0.6451
26 C 5.081 1.009 0.654  -0.1215
27 N 4.209 1.076 -0.356  -0.4496
28 H 2.002 -1.067 0.723  -0.0390
29 H 3.514 -1.318 2.525  0.4264
30 H 5.610 0.091 2.540  0.4219
31 H 5.951 1.650 0.580  0.4391
32 C -2.903 2.059 -4.043  -1.1199
33 Ge -1.204 1.449 -3.284  0.3000
34 C 0.187 2.773 -3.577  -0.9748
35 C -0.802 -0.389 -3.803  -1.0162
36 C -1.830 1.424 -1.344  -0.9918
37 H -2.731 2.193 -5.113  0.3903
38 H -3.199 3.009 -3.605  0.3906
39 H -3.684 1.319 -3.886  0.3965
40 H 0.280 2.932 -4.653  0.3699
41 H 1.174 2.514 -3.201  0.3031
42 H -0.117 3.717 -3.124  0.3543
43 H -0.694 -0.435 -4.888  0.4507
44 H -1.629 -1.038 -3.513  0.3355
45 H 0.123 -0.799 -3.385  0.3789
46 H -2.782 0.903 -1.293  0.4822
47 H -1.816 2.338 -0.758  0.4959

Cartesian forces, eV/Å:
-0.24 -0.51 -0.35
0.04 -0.02 -0.02
-0.08 0.02 -0.05
0.01 -0.01 -0.01
0.14 0.10 0.00
-0.03 0.01 -0.02
0.14 0.13 -0.06
-0.03 -0.04 0.12
-0.06 -0.02 0.03
0.02 -0.01 0.04
0.04 -0.01 0.02
0.03 0.17 -0.05
0.00 0.01 0.01
-0.01 0.02 -0.01
-0.01 -0.03 0.00
0.00 0.00 0.00
-0.01 0.00 0.00
0.00 0.01 0.00
0.01 -0.01 0.01
0.00 0.00 0.00
0.10 0.05 0.09
-0.04 0.00 0.01
0.04 -0.03 0.01
0.00 0.02 0.00
0.01 -0.01 0.03
-0.02 0.02 -0.02
0.02 0.02 -0.01
-0.09 0.01 -0.02
-0.01 -0.01 -0.01
0.01 0.00 -0.01
0.00 0.00 0.00
-0.01 -0.05 0.05
0.05 0.08 -0.01
0.01 0.00 0.01
0.01 -0.01 0.06
-0.06 0.09 0.29
0.00 -0.01 0.00
0.00 0.00 -0.01
-0.01 0.00 -0.01
-0.02 0.00 0.00
0.00 -0.02 0.00
0.00 0.00 0.00
0.01 0.00 0.00
0.00 -0.01 -0.02
0.01 0.00 -0.01
0.01 -0.01 0.00
-0.01 0.04 -0.07

Summary:
Total charge: +2
HOMO energy (alpha / beta) (eV): -14.499 / -16.086
Kohn-Sham gap (alpha / beta) (eV): 7.53 / 5.98
⟨S²⟩: 6.021
ΔE to the lowest compared entry with this formula, charge and spin (kcal/mol): 2.02
Spin multiplicity: 5



The following is a quantum chemistry calculation of a structure of composition C10H23INOP, from OMol25.

Each line ends with the Mulliken charge.
Element x y z (Å)
1 C 4.797 -1.512 1.050  -1.1000
2 C 3.820 -1.564 -0.161  -0.5421
3 C 4.000 -0.383 -1.126  -0.6741
4 C 3.587 1.024 -0.572  -0.6589
5 P 2.101 1.049 0.486  -0.0039
6 C 0.553 1.441 -0.411  -0.5040
7 C -0.612 0.940 0.480  -0.9035
8 C -1.990 1.504 0.080  -0.6504
9 C -3.076 0.551 0.633  -0.7371
10 N -4.350 0.708 -0.062  -0.2026
11 C -5.157 -0.440 0.315  0.5398
12 C -5.227 -1.725 -0.536  -1.2716
13 O -5.774 -0.382 1.362  -0.5888
14 H 4.794 -0.507 1.494  0.2922
15 H 4.563 -2.294 1.784  0.3186
16 H 5.795 -1.774 0.670  0.3612
17 H 2.783 -1.746 0.153  0.3621
18 H 4.113 -2.466 -0.722  0.3326
19 H 5.074 -0.308 -1.357  0.3522
20 H 3.508 -0.564 -2.090  0.3542
21 H 4.430 1.449 -0.009  0.5179
22 H 3.451 1.681 -1.443  0.4357
23 H 1.864 -0.145 1.181  0.1706
24 H 2.211 2.053 1.472  0.1756
25 H 0.547 0.879 -1.356  0.4436
26 H 0.477 2.512 -0.640  0.4373
27 H -0.406 1.259 1.522  0.4254
28 H -0.632 -0.160 0.502  0.5275
29 H -2.112 2.458 0.623  0.2894
30 H -2.105 1.708 -0.991  0.4141
31 H -3.164 0.654 1.731  0.2724
32 H -2.722 -0.473 0.411  0.3179
33 H -4.841 1.481 0.388  0.2593
34 H -5.310 -2.557 0.221  0.3469
35 H -4.279 -1.921 -1.112  0.3506
36 H -6.108 -1.766 -1.160  0.3762
37 I -4.606 -0.668 -2.813  -0.8362

Cartesian forces, eV/Å:
-0.40 -0.22 -0.77
0.81 -0.65 -0.02
-0.01 0.04 0.22
0.66 -0.45 -0.12
-0.70 1.00 -0.91
-0.12 -0.86 0.15
0.11 0.52 0.28
-0.13 0.18 1.04
0.61 -0.34 -1.02
-0.29 -0.14 1.10
-0.69 -0.62 0.24
1.36 -1.87 3.64
-0.01 0.17 -0.44
0.21 -0.35 0.24
-0.13 0.45 -0.02
-0.13 0.47 0.22
0.18 0.21 -0.15
-0.36 0.22 0.07
-0.31 0.03 0.03
-0.11 0.00 0.36
-0.35 -0.09 0.09
-0.35 0.03 0.47
0.26 0.17 -0.07
0.17 -0.37 -0.14
0.10 0.22 0.12
0.23 -0.22 0.18
-0.12 -0.18 -0.23
0.09 0.28 -0.23
0.09 -0.05 -0.46
-0.03 -0.46 0.15
0.08 -0.07 -0.24
-0.23 0.22 0.16
0.02 -0.01 -0.10
-0.29 0.62 -0.06
-1.52 -0.14 1.37
0.12 0.00 0.12
1.18 2.29 -5.26

Summary:
HOMO energy (eV): -4.451
Kohn-Sham gap (eV): 3.37



The following is a quantum chemistry calculation of a structure of composition C10H23N9O6Ti, from OMol25.

Each line ends with the Mulliken charge.
Element x y z (Å)
1 O 5.071 -0.841 -0.267  -0.6677
2 H 5.216 -0.664 -1.233  0.3288
3 Ti 0.435 -0.043 -0.572  -0.2163
4 N -1.384 -0.684 -1.195  1.0635
5 N 0.394 0.774 -2.754  -0.5659
6 N 0.037 -0.832 1.365  0.6609
7 N 2.093 0.759 0.889  0.4404
8 O -2.179 -1.563 -0.613  -0.8142
9 O -0.890 -1.780 1.565  -0.6145
10 O 3.202 1.330 0.567  -0.5393
11 O 0.764 1.629 -1.743  -0.3995
12 C -0.958 0.740 -3.071  0.7605
13 C -1.824 -0.135 -2.361  0.3172
14 C 0.756 -0.462 2.430  0.1200
15 C 1.846 0.435 2.193  0.6730
16 C -3.231 -0.430 -2.692  -1.5336
17 H -3.890 -0.109 -1.866  0.2913
18 H -3.335 -1.516 -2.837  0.2894
19 H -3.503 0.104 -3.610  0.3559
20 C -1.312 1.478 -4.318  -1.4099
21 H -0.380 1.791 -4.819  0.3899
22 H -1.889 2.373 -4.050  0.2616
23 H -1.916 0.860 -4.995  0.4076
24 C 0.419 -0.987 3.771  -1.6254
25 C 2.701 0.950 3.312  -1.4290
26 H -0.352 -1.758 3.652  0.4154
27 H 0.060 -0.163 4.410  0.2797
28 H 1.333 -1.404 4.216  0.3700
29 H 3.349 1.754 2.922  0.3697
30 H 3.355 0.117 3.658  0.3331
31 H 2.085 1.328 4.166  0.3559
32 H -1.478 -1.683 0.579  0.3843
33 H 4.093 -0.573 -0.207  0.2790
34 C 1.218 -1.595 -1.295  -0.7329
35 H 2.178 -1.051 -1.714  0.2520
36 H 1.969 -1.721 -0.402  0.0922
37 H 1.327 -2.572 -1.792  0.5014
38 O 1.419 -4.916 -1.211  -0.6277
39 H 1.530 -5.230 -0.293  0.3070
40 H 0.480 -5.036 -1.391  0.3208
41 N -3.592 2.175 2.172  -0.6153
42 N -2.354 2.213 1.549  0.8509
43 N -1.874 3.378 1.036  -0.8743
44 C -0.859 2.914 0.291  -0.2905
45 N -0.781 1.586 0.318  0.7254
46 N -1.782 1.121 1.090  -0.3418
47 H -3.652 1.343 2.751  0.2739
48 H -3.723 3.047 2.670  0.2962
49 H -0.191 3.549 -0.271  0.5309

Cartesian forces, eV/Å:
-2.12 0.78 -1.44
0.09 -0.31 1.29
0.70 4.44 -2.91
0.09 0.28 -1.05
0.48 -0.53 1.82
0.06 -1.15 1.35
1.03 0.03 -0.45
0.80 0.13 1.37
0.31 1.48 -1.06
-2.14 -0.81 1.09
0.10 -1.42 0.84
-0.97 -1.33 0.82
0.73 1.18 0.17
-0.50 0.05 -1.25
0.30 0.48 -0.19
-0.51 0.09 -0.67
0.18 -0.27 -0.34
-0.25 0.35 0.06
-0.14 -0.24 0.23
-0.21 -0.07 -0.23
-0.47 -0.16 0.20
0.05 -0.04 -0.21
0.10 0.27 0.00
0.17 -0.13 0.31
0.16 -0.03 0.05
0.32 0.29 0.32
0.09 -0.34 -0.10
-0.36 0.02 0.13
-0.30 -0.41 0.26
-0.36 0.59 0.00
0.50 -0.41 -0.67
-0.73 -0.81 -0.16
2.13 -0.50 0.12
5.42 -2.09 -0.45
-1.66 0.15 -0.68
-1.45 -0.51 0.36
-0.65 0.39 0.23
0.02 -0.38 0.65
-0.06 0.25 -0.66
0.03 0.05 0.00
0.12 -0.07 -0.16
0.34 0.43 -1.70
0.17 -1.70 0.55
-0.69 0.23 0.46
-1.42 -0.49 1.24
0.35 2.28 0.35
0.11 0.24 0.01
0.08 -0.13 0.14
-0.06 -0.16 0.00

Summary:
HOMO energy (alpha / beta) (eV): -6.612 / -6.561
Kohn-Sham gap (alpha / beta) (eV): 5.57 / 3.83
⟨S²⟩: 2.172
ΔE to the lowest compared entry with this formula, charge and spin (kcal/mol): 1.76
Spin multiplicity: 3



The following is a quantum chemistry calculation of a structure of composition C10H23O6P2RuS2, from OMol25.

Each line ends with the Mulliken charge.
Element x y z (Å)
1 Ru 0.785 -0.354 0.103  0.1493
2 C -2.140 -2.173 3.110  -1.8088
3 C -0.700 -2.026 2.630  1.6295
4 C 0.326 -2.546 3.624  -1.7287
5 O -0.468 -0.666 2.323  -0.4212
6 C -0.582 -2.937 1.290  0.3523
7 O -0.741 -4.125 1.451  -0.6702
8 O -0.389 -2.284 0.241  -0.6043
9 H -2.260 -1.656 4.061  0.3963
10 H -2.384 -3.224 3.229  0.3909
11 H -2.811 -1.729 2.378  0.4087
12 H 0.200 -2.051 4.586  0.4133
13 H 1.334 -2.347 3.259  0.4432
14 H 0.204 -3.617 3.754  0.4142
15 H 0.381 -0.406 2.722  0.1398
16 C -0.579 -1.359 -3.464  -1.3079
17 P 0.408 -0.216 -2.419  1.3057
18 C 1.830 0.154 -3.501  -1.3801
19 C -0.608 1.331 -2.615  -1.3555
20 C -0.221 2.413 -1.614  -0.9938
21 P -0.454 1.835 0.122  1.3318
22 C -2.279 1.949 0.328  -1.2942
23 C 0.159 3.295 1.032  -1.3562
24 H -0.703 -0.959 -4.471  0.4095
25 H -1.551 -1.518 -3.003  0.3677
26 H -0.071 -2.319 -3.522  0.4185
27 H 1.491 0.533 -4.465  0.4712
28 H 2.411 -0.755 -3.640  0.3878
29 H 2.465 0.883 -3.002  0.3255
30 H -1.657 1.057 -2.465  0.4026
31 H -0.494 1.702 -3.638  0.5996
32 H -0.815 3.321 -1.769  0.5590
33 H 0.838 2.665 -1.703  0.3711
34 H -2.649 2.930 0.034  0.4124
35 H -2.514 1.762 1.372  0.3973
36 H -2.758 1.177 -0.271  0.3908
37 H -0.295 4.199 0.626  0.4421
38 H 1.240 3.322 0.902  0.3524
39 H -0.076 3.206 2.091  0.3985
40 O 2.976 -0.808 -0.913  -0.5983
41 S 3.324 0.363 -0.102  0.9222
42 O 2.456 1.504 -0.442  -0.5410
43 O 4.715 0.678 -0.024  -0.5991
44 S 2.654 -0.204 1.777  -0.3440

Cartesian forces, eV/Å:
-0.14 0.78 -0.67
0.40 0.17 0.09
-0.19 -1.80 -0.90
-0.21 0.25 0.02
0.53 0.97 0.01
-0.26 0.90 3.46
-0.07 -0.56 -0.56
1.40 2.31 -2.67
-0.09 0.04 0.10
-0.01 -0.05 0.00
-0.13 0.02 -0.06
0.00 0.04 0.16
0.11 -0.08 -0.03
0.00 -0.04 -0.02
-0.38 0.00 -0.03
0.27 -0.12 0.56
-1.12 0.69 0.11
0.17 -0.19 0.59
0.13 -0.15 0.09
0.10 -0.18 0.17
-0.01 -0.58 -0.86
0.52 -0.54 0.17
0.25 -0.70 0.19
0.06 0.12 0.06
-0.04 -0.04 0.02
0.00 -0.09 -0.01
-0.14 -0.03 0.06
0.07 -0.01 0.00
0.05 0.04 -0.08
0.04 -0.06 -0.13
-0.08 -0.07 0.02
0.06 -0.07 0.08
-0.08 0.07 -0.03
0.13 0.07 -0.02
-0.10 -0.03 0.08
-0.05 -0.02 0.00
-0.06 -0.10 -0.06
0.01 0.07 0.06
0.03 0.03 0.04
-0.55 -0.45 -0.59
2.04 -0.45 1.90
-1.61 -0.28 -0.29
-0.04 0.13 -0.39
-0.99 -0.03 -0.61

Summary:
HOMO energy (alpha / beta) (eV): -8.471 / -8.673
Kohn-Sham gap (alpha / beta) (eV): 6.60 / 7.07
⟨S²⟩: 0.768
ΔE to the lowest compared entry with this formula, charge and spin (kcal/mol): 91.13
Spin multiplicity: 2



Let's list energy in order: -4295.76888 -1163.68041 -2188.15847 -2420.24392 hartree.
Let's list maximum force in order: 0.66 5.86 5.83 3.80 eV/A.